# C21H54O19P4

7 unconnected molecules or ions with the total composition C21H54O19P4 at a distorted geometry (ωB97M-V/def2-TZVPD, the Open Molecules 2025 dataset).

molecular weight	734.54	Da
E_LUMO	0.36	eV
E_tot	-3627.29025	Ha
frontier orbital gap	0.3518	hartree
HOMO	-9.21	eV

Each line ends with the Löwdin charge.
Geometry (Å):
C (2.97, -3.71, -0.10)  -0.03
C (1.87, -4.45, 0.52)  -0.63
O (1.33, -4.16, 1.50)  0.12
C (1.45, -5.77, -0.12)  -0.01
H (2.88, -3.53, -1.17)  0.08
H (3.98, -4.18, 0.11)  0.11
H (2.96, -2.64, 0.34)  0.10
H (2.53, -6.21, -0.08)  0.12
H (0.75, -5.48, -1.15)  0.16
H (0.93, -6.39, 0.47)  0.01
C (7.14, -2.12, -2.39)  -0.05
C (5.92, -1.77, -1.84)  -0.60
O (4.94, -1.65, -2.52)  0.08
C (5.78, -1.75, -0.37)  -0.03
H (7.93, -1.59, -2.04)  0.04
H (7.14, -2.05, -3.61)  0.16
H (7.68, -3.08, -1.93)  0.15
H (5.94, -2.73, -0.15)  0.05
H (5.03, -1.04, 0.10)  0.09
H (6.59, -1.07, 0.07)  0.11
C (-3.51, 4.51, 1.91)  -0.06
C (-2.18, 5.17, 1.75)  -0.50
O (-1.17, 5.01, 2.51)  0.00
C (-1.98, 6.04, 0.52)  -0.07
H (-4.35, 5.32, 2.01)  0.12
H (-3.49, 3.97, 2.93)  0.11
H (-3.80, 3.70, 1.09)  0.12
H (-2.44, 7.13, 0.80)  0.14
H (-2.17, 5.46, -0.53)  0.13
H (-1.08, 6.64, 0.35)  0.05
C (-0.94, -3.00, -1.01)  -0.13
O (-2.07, -3.04, -1.80)  -0.19
P (-3.53, -2.54, -1.34)  0.48
O (-3.37, -1.63, -0.23)  -0.23
O (-3.97, -1.64, -2.59)  -0.23
C (-3.28, -0.46, -2.80)  -0.15
O (-4.76, -3.66, -1.17)  -0.20
C (-5.99, -3.26, -0.65)  -0.08
H (-0.62, -1.92, -0.81)  0.12
H (-0.12, -3.42, -1.43)  0.02
H (-1.06, -3.61, -0.01)  0.13
H (-3.68, 0.28, -3.63)  0.13
H (-2.10, -0.79, -2.92)  0.13
H (-3.31, 0.24, -1.90)  0.06
H (-5.83, -2.98, 0.46)  0.12
H (-6.45, -3.98, -0.54)  -0.05
H (-6.43, -2.45, -1.30)  0.13
C (-5.87, 0.24, 0.96)  -0.02
O (-5.36, -0.57, 2.08)  -0.17
P (-4.23, -0.28, 2.97)  0.30
O (-4.82, 0.36, 4.18)  -0.26
O (-3.27, -1.44, 3.42)  -0.15
C (-3.19, -2.65, 2.66)  -0.07
O (-3.22, 0.81, 2.30)  -0.23
C (-2.11, 1.20, 2.88)  -0.22
H (-6.04, 1.19, 1.26)  0.03
H (-6.75, -0.15, 0.48)  0.08
H (-5.02, 0.43, 0.09)  0.14
H (-2.53, -2.69, 1.71)  0.10
H (-4.22, -3.04, 2.19)  0.13
H (-2.83, -3.32, 3.16)  -0.02
H (-1.80, 2.26, 2.58)  0.09
H (-1.17, 0.46, 2.57)  0.14
H (-2.04, 1.13, 3.96)  0.09
C (-1.61, 1.68, -0.32)  -0.06
O (-1.15, 1.63, -1.72)  -0.24
P (0.39, 1.25, -2.12)  0.33
O (1.17, 1.12, -0.84)  -0.26
O (0.37, -0.14, -2.78)  -0.21
C (1.73, -0.80, -2.88)  -0.05
O (0.85, 2.25, -3.15)  -0.15
C (1.19, 3.63, -2.87)  -0.03
H (-1.03, 2.23, 0.31)  0.02
H (-1.59, 0.66, 0.17)  0.10
H (-2.50, 2.31, -0.55)  0.10
H (1.88, -1.61, -3.48)  0.04
H (2.18, -1.16, -1.84)  0.12
H (2.37, -0.20, -3.58)  0.11
H (1.56, 4.18, -3.71)  0.09
H (2.12, 3.67, -2.14)  0.14
H (0.54, 4.18, -2.42)  0.01
C (1.65, 4.04, 1.32)  -0.10
O (2.32, 3.13, 0.42)  -0.25
P (3.16, 2.02, 1.16)  0.37
O (4.00, 2.73, 2.09)  -0.24
O (2.24, 1.16, 2.04)  -0.15
C (2.17, -0.25, 1.74)  -0.08
O (4.21, 1.27, 0.10)  -0.22
C (5.60, 1.50, 0.15)  -0.13
H (1.07, 3.67, 2.12)  0.05
H (0.75, 4.41, 0.73)  0.09
H (2.30, 4.82, 1.75)  0.10
H (1.61, -0.54, 0.78)  0.09
H (1.88, -0.82, 2.65)  0.12
H (3.05, -0.57, 1.45)  -0.01
H (6.04, 1.40, -0.69)  0.02
H (5.93, 0.97, 1.03)  0.10
H (5.97, 2.52, 0.33)  0.11


# C21H54O2P

4 unconnected molecules or ions with the total composition C21H54O2P (ωB97M-V/def2-TZVPD, the Open Molecules 2025 dataset).

molecular weight	369.63	Da
net charge	-1
E_LUMO	2.60	eV
E_tot	-1324.27644	Ha
frontier orbital gap	0.2198	hartree
HOMO	-3.38	eV

Each line ends with the Löwdin charge.
Geometry (Å):
C (1.56, 1.73, 2.00)  -0.05
C (1.09, 0.68, 1.02)  -0.41
O (0.74, 1.38, -0.18)  -0.06
C (-0.07, -0.23, 1.53)  -0.32
O (-1.33, 0.07, 1.07)  -0.46
P (-2.32, 1.34, 1.91)  0.30
H (1.37, 1.42, 3.03)  0.07
H (2.63, 1.94, 1.89)  0.07
H (1.02, 2.66, 1.83)  0.05
H (1.92, 0.00, 0.78)  0.10
H (0.53, 0.73, -0.86)  0.09
H (-0.03, -0.23, 2.64)  0.08
H (0.16, -1.26, 1.21)  0.09
H (-3.27, 0.30, 2.32)  -0.08
H (-3.03, 1.50, 0.64)  -0.07
H (-1.35, 2.36, 1.49)  -0.07
H (-1.55, 1.12, 3.15)  -0.06
H (-3.14, 2.37, 2.56)  -0.10
C (-3.81, -1.72, -0.77)  -0.10
C (-2.59, -2.52, -0.36)  -0.26
C (-2.00, -3.39, -1.47)  -0.23
C (-2.93, -4.46, -2.03)  -0.24
C (-3.49, -5.43, -0.99)  -0.28
C (-2.40, -6.22, -0.26)  -0.12
H (-4.65, -2.36, -1.07)  0.06
H (-4.14, -1.09, 0.05)  0.06
H (-3.57, -1.06, -1.61)  0.08
H (-2.84, -3.15, 0.51)  0.10
H (-1.84, -1.81, -0.01)  0.07
H (-1.07, -3.86, -1.11)  0.09
H (-1.69, -2.73, -2.30)  0.11
H (-2.40, -5.03, -2.80)  0.10
H (-3.77, -3.98, -2.54)  0.10
H (-4.17, -6.12, -1.48)  0.10
H (-4.08, -4.88, -0.26)  0.10
H (-1.80, -6.79, -0.97)  0.07
H (-2.84, -6.92, 0.45)  0.06
H (-1.74, -5.56, 0.29)  0.06
C (3.01, -2.60, -0.06)  -0.11
C (4.14, -3.56, 0.27)  -0.27
C (5.06, -3.04, 1.39)  -0.23
C (5.74, -1.70, 1.08)  -0.23
C (6.57, -1.68, -0.20)  -0.27
C (7.71, -2.69, -0.20)  -0.12
H (3.38, -1.65, -0.43)  0.06
H (2.35, -3.02, -0.82)  0.07
H (2.40, -2.40, 0.82)  0.07
H (4.73, -3.76, -0.63)  0.10
H (3.73, -4.52, 0.59)  0.10
H (5.81, -3.80, 1.61)  0.10
H (4.47, -2.92, 2.30)  0.11
H (6.39, -1.44, 1.93)  0.11
H (4.98, -0.92, 1.03)  0.10
H (6.97, -0.68, -0.34)  0.10
H (5.92, -1.87, -1.06)  0.10
H (8.38, -2.52, 0.64)  0.07
H (8.30, -2.62, -1.12)  0.07
H (7.34, -3.72, -0.13)  0.06
C (-3.83, 7.05, -1.87)  -0.12
C (-2.45, 6.45, -2.11)  -0.28
C (-2.37, 4.96, -1.78)  -0.23
C (-2.68, 4.61, -0.32)  -0.23
C (-1.80, 5.32, 0.71)  -0.27
C (-0.31, 5.05, 0.51)  -0.12
H (-4.12, 6.98, -0.82)  0.06
H (-3.86, 8.11, -2.15)  0.06
H (-4.59, 6.53, -2.46)  0.07
H (-1.71, 7.00, -1.52)  0.09
H (-2.17, 6.60, -3.16)  0.10
H (-1.37, 4.59, -2.03)  0.10
H (-3.06, 4.41, -2.42)  0.11
H (-2.56, 3.53, -0.18)  0.07
H (-3.73, 4.82, -0.11)  0.10
H (-2.11, 4.98, 1.70)  0.10
H (-1.98, 6.41, 0.68)  0.09
H (-0.13, 3.97, 0.52)  0.04
H (0.28, 5.51, 1.30)  0.07
H (0.05, 5.44, -0.44)  0.06


# C21H55AgMnN5O8

A molecular structure, C21H55AgMnN5O8 at a distorted geometry (ωB97M-V/def2-TZVPD, the Open Molecules 2025 dataset).

molecular weight	668.50	Da
2S+1	7
net charge	+2
E_LUMO (spin up / spin down)	-9.26 / -9.06	eV
E_tot	-3005.83902	Ha
frontier orbital gap (spin up / spin down)	0.1089 / 0.1162	hartree
HOMO (spin up / spin down)	-12.23 / -12.23	eV

Each line ends with the Löwdin spin population.
Geometry (Å):
Ag (3.33, -1.50, -2.90)  -0.01
Mn (1.99, -0.04, 3.06)  4.95
C (0.92, 0.04, -0.30)  0.00
O (0.66, -0.34, -1.47)  0.36
O (0.17, 0.15, 0.64)  0.31
O (2.11, 0.01, 0.05)  0.39
C (-2.65, 3.24, -3.15)  0.00
C (-3.58, 2.25, -3.85)  0.00
C (-3.32, 2.13, -5.40)  0.00
O (-3.43, 3.41, -6.08)  0.00
C (-3.03, 3.58, -7.41)  0.00
N (-3.38, 0.97, -3.19)  0.00
H (-2.94, 3.42, -2.12)  0.00
H (-2.69, 4.18, -3.71)  0.00
H (-1.59, 3.01, -3.25)  0.00
H (-4.60, 2.64, -3.86)  0.00
H (-3.84, 1.35, -5.95)  0.00
H (-2.35, 1.67, -5.60)  0.00
H (-3.51, 4.42, -7.92)  0.00
H (-3.34, 2.76, -8.05)  0.00
H (-2.00, 3.94, -7.39)  0.00
H (-3.49, 1.05, -2.19)  0.00
H (-2.41, 0.74, -3.35)  0.00
C (-1.44, -1.48, 6.38)  0.00
C (-1.46, -0.27, 5.40)  0.00
C (-2.68, 0.59, 5.79)  0.00
O (-2.65, 1.84, 5.12)  0.00
C (-3.21, 1.70, 3.80)  0.00
N (-0.27, 0.53, 5.52)  0.00
H (-2.35, -2.05, 6.58)  0.00
H (-1.24, -1.17, 7.41)  0.00
H (-0.59, -2.13, 6.15)  0.00
H (-1.56, -0.64, 4.39)  0.00
H (-2.81, 0.85, 6.84)  0.00
H (-3.57, 0.00, 5.56)  0.00
H (-2.96, 0.79, 3.27)  0.00
H (-2.77, 2.53, 3.24)  0.00
H (-4.30, 1.71, 3.81)  0.00
H (-0.60, 1.47, 5.65)  0.00
H (0.10, 0.41, 6.46)  0.00
C (0.88, -0.26, -8.22)  0.00
C (1.85, -0.29, -7.02)  0.00
C (2.29, 1.15, -6.55)  0.00
O (3.02, 1.07, -5.26)  0.00
C (3.31, 2.34, -4.67)  0.00
N (1.31, -1.07, -5.94)  0.00
H (-0.04, 0.22, -7.89)  0.00
H (0.57, -1.25, -8.56)  0.00
H (1.23, 0.36, -9.04)  0.00
H (2.77, -0.79, -7.35)  0.00
H (1.44, 1.83, -6.54)  0.00
H (2.91, 1.68, -7.28)  0.00
H (3.96, 2.32, -3.79)  0.00
H (2.38, 2.88, -4.52)  0.00
H (3.83, 2.89, -5.46)  0.00
H (0.75, -1.82, -6.32)  0.00
H (0.56, -0.51, -5.55)  0.00
C (-3.39, -5.01, 1.10)  0.00
C (-1.96, -5.38, 0.89)  0.00
C (-1.68, -6.90, 0.92)  0.00
O (-2.21, -7.58, 2.03)  0.00
C (-1.61, -7.19, 3.25)  0.00
N (-1.49, -4.92, -0.36)  0.00
H (-3.58, -3.99, 0.77)  0.00
H (-3.61, -5.12, 2.16)  0.00
H (-4.09, -5.64, 0.56)  0.00
H (-1.35, -4.87, 1.63)  0.00
H (-0.62, -7.11, 0.84)  0.00
H (-2.10, -7.34, 0.02)  0.00
H (-2.35, -7.52, 3.98)  0.00
H (-1.62, -6.10, 3.34)  0.00
H (-0.63, -7.61, 3.46)  0.00
H (-0.49, -5.07, -0.30)  0.00
H (-1.42, -3.91, -0.38)  0.00
C (6.23, 2.09, 6.00)  0.00
C (4.80, 2.01, 5.44)  0.00
C (4.55, 2.98, 4.22)  0.00
O (3.41, 2.71, 3.40)  0.01
C (2.85, 3.81, 2.78)  0.00
N (4.65, 0.64, 5.00)  0.00
H (6.22, 1.68, 7.01)  0.00
H (6.65, 3.09, 6.06)  0.00
H (7.03, 1.61, 5.44)  0.00
H (4.09, 2.24, 6.23)  0.00
H (5.34, 3.00, 3.46)  0.00
H (4.50, 3.98, 4.65)  0.00
H (2.47, 4.40, 3.62)  0.00
H (2.00, 3.69, 2.11)  0.00
H (3.59, 4.49, 2.35)  0.00
H (4.57, -0.09, 5.70)  0.00
H (5.54, 0.38, 4.58)  0.00


# C21H55ClFN7O5P2S

3 unconnected molecules or ions with the total composition C21H55ClFN7O5P2S at a distorted geometry (ωB97M-V/def2-TZVPD, the Open Molecules 2025 dataset).

molecular weight	634.18	Da
E_LUMO	-0.04	eV
E_tot	-3233.40713	Ha
frontier orbital gap	0.2974	hartree
HOMO	-8.14	eV

Each line ends with the Löwdin charge.
Geometry (Å):
C (-3.05, 1.17, -4.03)  -0.10
O (-1.63, 1.16, -4.02)  -0.20
C (-1.10, 1.65, -5.24)  -0.25
C (0.43, 1.56, -5.25)  -0.17
C (0.90, 0.27, -4.56)  -0.20
C (2.32, -0.15, -4.98)  -0.19
C (3.38, 0.65, -4.19)  -0.22
C (3.79, -0.02, -2.88)  -0.20
C (4.12, 0.97, -1.73)  -0.19
C (2.81, 1.70, -1.32)  -0.28
N (2.94, 3.17, -1.20)  -0.54
Cl (3.62, 3.90, -2.63)  0.71
S (1.38, 3.86, -0.95)  0.55
O (1.30, 4.47, 0.32)  -0.24
O (0.34, 2.93, -1.22)  -0.25
F (1.26, 5.00, -2.03)  -0.20
H (-3.42, 1.47, -3.04)  0.08
H (-3.39, 1.93, -4.75)  0.08
H (-3.47, 0.21, -4.35)  0.09
H (-1.44, 2.69, -5.35)  0.12
H (-1.54, 1.06, -6.07)  0.12
H (0.80, 2.46, -4.76)  0.11
H (0.76, 1.60, -6.29)  0.11
H (0.21, -0.55, -4.76)  0.12
H (0.85, 0.45, -3.48)  0.10
H (2.42, 0.18, -6.02)  0.10
H (2.48, -1.23, -4.90)  0.11
H (2.96, 1.65, -4.06)  0.06
H (4.28, 0.76, -4.81)  0.11
H (4.63, -0.71, -2.97)  0.11
H (2.94, -0.62, -2.52)  0.11
H (4.45, 0.35, -0.90)  0.09
H (4.95, 1.64, -1.98)  0.09
H (2.55, 1.34, -0.32)  0.13
H (2.01, 1.37, -1.98)  0.08
O (3.60, -1.94, 0.84)  -0.31
P (4.11, -2.97, 1.82)  0.70
N (2.62, -3.79, 2.10)  -0.31
C (2.13, -4.34, 3.35)  -0.13
C (2.00, -4.40, 0.93)  -0.14
N (4.47, -1.89, 3.10)  -0.33
C (3.99, -2.03, 4.46)  -0.14
C (4.60, -0.48, 2.77)  -0.14
N (5.07, -4.20, 2.61)  -0.27
C (6.51, -3.83, 2.74)  -0.13
C (5.07, -5.51, 1.91)  -0.13
H (2.77, -5.12, 3.77)  0.08
H (1.14, -4.78, 3.21)  0.08
H (1.99, -3.56, 4.10)  0.06
H (2.46, -5.37, 0.66)  0.06
H (2.08, -3.75, 0.05)  0.07
H (0.93, -4.57, 1.08)  0.08
H (2.95, -1.68, 4.57)  0.08
H (4.61, -1.44, 5.15)  0.08
H (4.05, -3.06, 4.82)  0.07
H (3.63, 0.01, 2.67)  0.08
H (5.16, -0.34, 1.85)  0.06
H (5.16, 0.04, 3.55)  0.08
H (6.97, -3.65, 1.77)  0.08
H (7.05, -4.63, 3.24)  0.08
H (6.64, -2.94, 3.36)  0.07
H (5.35, -5.40, 0.85)  0.09
H (4.10, -5.99, 1.96)  0.06
H (5.77, -6.20, 2.38)  0.08
O (-7.33, 2.38, 0.09)  -0.30
P (-6.34, 2.12, 1.21)  0.70
N (-4.90, 2.46, 0.33)  -0.31
C (-3.63, 1.79, 0.43)  -0.13
C (-4.79, 3.82, -0.20)  -0.14
N (-6.61, 0.43, 1.35)  -0.34
C (-5.56, -0.58, 1.30)  -0.14
C (-7.83, -0.11, 0.77)  -0.14
N (-5.53, 2.10, 2.77)  -0.27
C (-6.42, 1.68, 3.88)  -0.13
C (-4.99, 3.42, 3.17)  -0.13
H (-3.17, 1.84, 1.43)  0.08
H (-2.90, 2.21, -0.26)  0.07
H (-3.70, 0.74, 0.14)  0.06
H (-4.48, 4.55, 0.56)  0.07
H (-5.74, 4.16, -0.61)  0.07
H (-4.07, 3.86, -1.02)  0.08
H (-5.26, -0.80, 0.27)  0.08
H (-5.92, -1.51, 1.75)  0.08
H (-4.69, -0.29, 1.89)  0.07
H (-7.76, -0.23, -0.31)  0.08
H (-8.68, 0.54, 0.99)  0.07
H (-8.07, -1.08, 1.22)  0.08
H (-7.29, 2.34, 3.98)  0.08
H (-5.87, 1.69, 4.82)  0.08
H (-6.79, 0.67, 3.75)  0.07
H (-5.75, 4.20, 3.13)  0.09
H (-4.15, 3.71, 2.55)  0.06
H (-4.60, 3.37, 4.19)  0.08


# C21H55NO7

7 unconnected molecules or ions with the total composition C21H55NO7 at a distorted geometry (ωB97M-V/def2-TZVPD, the Open Molecules 2025 dataset).

molecular weight	433.67	Da
2S+1	2
net charge	+1
E_LUMO (spin up / spin down)	-2.57 / -7.05	eV
E_tot	-1414.07635	Ha
frontier orbital gap (spin up / spin down)	0.3238 / 0.1589	hartree
HOMO (spin up / spin down)	-11.38 / -11.38	eV

Each line ends with the Löwdin spin population.
Geometry (Å):
C (-0.60, -2.82, 3.75)  0.05
C (-2.15, -2.63, 3.85)  0.05
C (-2.48, -1.16, 4.19)  0.00
C (-2.28, -0.22, 2.99)  0.00
C (-3.21, -0.67, 1.89)  0.00
C (-3.00, -2.16, 1.45)  0.04
N (-2.94, -3.09, 2.68)  0.67
O (-2.87, -4.45, 2.49)  0.08
C (-4.32, -2.51, 0.72)  0.01
C (-1.81, -2.34, 0.49)  0.03
C (-2.67, -3.43, 5.03)  0.02
H (-0.21, -3.80, 3.45)  0.00
H (-0.21, -2.70, 4.76)  0.01
H (-0.20, -2.05, 3.09)  0.00
H (-3.47, -0.99, 4.61)  0.00
H (-1.87, -0.78, 5.01)  0.00
H (-1.30, -0.33, 2.53)  0.00
H (-2.37, 0.86, 3.10)  0.00
H (-2.86, -0.13, 1.01)  0.00
H (-4.26, -0.42, 2.08)  0.00
H (-4.38, -2.08, -0.28)  0.00
H (-4.14, -3.52, 0.35)  0.00
H (-5.23, -2.34, 1.29)  0.00
H (-0.83, -2.05, 0.88)  0.00
H (-1.59, -3.38, 0.29)  0.00
H (-1.94, -1.95, -0.52)  0.00
H (-3.76, -3.43, 5.08)  0.00
H (-2.33, -2.97, 5.96)  0.00
H (-2.25, -4.43, 5.11)  0.00
H (-2.00, -4.67, 2.15)  0.02
C (-0.30, 0.63, -1.66)  0.00
C (0.84, 0.28, -0.66)  0.00
O (1.96, 0.35, -1.50)  0.00
H (-0.32, 1.72, -1.72)  0.00
H (-1.23, 0.31, -1.19)  0.00
H (-0.22, 0.09, -2.60)  0.00
H (0.81, -0.77, -0.38)  0.00
H (0.88, 0.87, 0.26)  0.00
H (1.90, 1.19, -1.95)  0.00
C (1.50, 2.14, -5.09)  0.00
C (1.44, 3.10, -3.88)  0.00
O (2.41, 2.98, -2.84)  0.00
H (1.62, 1.10, -4.77)  0.00
H (2.37, 2.32, -5.72)  0.00
H (0.61, 2.10, -5.73)  0.00
H (0.45, 2.93, -3.47)  0.00
H (1.63, 4.06, -4.37)  0.00
H (2.86, 3.82, -2.85)  0.00
C (-2.19, 4.38, -0.80)  0.00
C (-0.93, 4.77, -1.57)  0.00
O (-0.51, 6.04, -1.15)  0.00
H (-3.01, 5.10, -0.80)  0.00
H (-1.95, 4.32, 0.26)  0.00
H (-2.70, 3.49, -1.17)  0.00
H (-1.07, 4.74, -2.65)  0.00
H (-0.16, 4.03, -1.36)  0.00
H (0.44, 6.04, -1.31)  0.00
C (1.31, -4.21, -3.13)  0.00
C (1.35, -2.69, -2.83)  0.00
O (2.32, -2.54, -1.87)  0.00
H (0.60, -4.36, -3.94)  0.00
H (0.90, -4.65, -2.23)  0.00
H (2.18, -4.78, -3.48)  0.00
H (0.35, -2.38, -2.52)  0.00
H (1.46, -2.14, -3.76)  0.00
H (2.39, -1.60, -1.67)  0.00
C (-0.45, 2.72, 1.82)  0.00
C (0.47, 3.86, 1.75)  0.00
O (1.49, 3.57, 0.84)  0.00
H (-0.74, 2.26, 0.87)  0.00
H (-1.38, 3.09, 2.24)  0.00
H (0.00, 1.94, 2.44)  0.00
H (0.95, 4.18, 2.67)  0.00
H (-0.09, 4.68, 1.30)  0.00
H (1.89, 4.35, 0.44)  0.00
C (5.37, -1.36, -1.60)  0.00
C (5.88, -0.68, -0.31)  0.00
O (6.18, 0.69, -0.59)  0.00
H (4.48, -0.88, -2.00)  0.00
H (5.18, -2.43, -1.52)  0.00
H (6.02, -1.26, -2.47)  0.00
H (6.76, -1.23, 0.01)  0.00
H (5.23, -0.86, 0.54)  0.00
H (6.30, 1.23, 0.20)  0.00